ORCA calculation (wB97M-V/def2-TZVPD) on C41H57As3FeN9O3Se as an isolated structure.

Computed properties:
gap between HOMO and LUMO (spin up / spin down): 4.83 / 8.15 eV
relative energy (zero: lowest compared OMol25 entry of this formula, charge and spin): 0.0 kcal per mole
calculated total energy: -345242.56742 eV
expectation value of S²: 8.7863
multiplicity: 6

```
115
Properties=species:S:1:pos:R:3:forces:R:3:mulliken_spin:R:1
Fe 0.30826 0.75113 0.14358 0.05 -0.24 -0.28 3.707
C -0.40616 -4.19199 2.97359 -0.09 -0.12 0.03 0.001
O 0.35388 -3.04563 3.34377 -0.16 -0.02 -0.01 0.004
C 1.44938 -3.24028 4.11232 0.05 0.05 0.15 -0.002
C 1.77384 -4.45075 4.70977 0.03 -0.04 0.04 0.000
C 2.87995 -4.53740 5.54513 0.02 0.00 0.01 0.001
C 3.67134 -3.42626 5.78232 0.01 -0.01 -0.01 0.000
C 3.37568 -2.22924 5.14611 0.02 -0.02 -0.06 0.002
C 2.28074 -2.12224 4.30194 0.16 -0.05 0.11 -0.001
N 1.97201 -0.89183 3.68885 -0.23 0.00 0.00 0.020
C 1.80667 -0.69641 2.33629 0.28 -0.35 -0.14 0.098
N 2.05319 -1.75064 1.56088 -0.03 0.11 0.02 0.004
C 2.21574 -1.91255 0.17163 0.06 0.05 0.03 0.126
C 2.55692 -0.88404 -0.78473 -0.07 -0.07 -0.01 0.082
C 2.68748 -1.30772 -2.15788 0.00 0.03 0.00 0.187
C 2.52068 -2.60438 -2.53493 -0.03 0.02 -0.03 -0.081
C 2.21005 -3.60623 -1.58816 0.01 0.02 0.07 0.415
C 2.07472 -3.22006 -0.25869 -0.02 -0.09 -0.05 -0.145
O 1.74709 -4.15351 0.72299 0.07 0.01 -0.11 -0.009
C 2.69864 -5.20155 0.87016 0.02 0.04 -0.05 0.005
N 1.40517 0.47386 1.87860 0.00 0.49 0.11 -0.144
C 1.87109 1.63287 2.55944 0.20 -0.09 -0.07 0.095
C 1.03540 2.66277 2.96912 0.00 -0.01 -0.09 -0.039
C 1.55275 3.84644 3.48516 -0.04 -0.01 -0.02 0.000
C 2.91998 4.01094 3.59343 0.05 0.04 0.02 0.007
C 3.77972 2.99166 3.20047 -0.05 -0.03 0.01 -0.002
C 3.26400 1.80794 2.69688 0.00 0.03 0.07 -0.017
O 4.03669 0.75220 2.33085 0.02 -0.02 0.00 0.011
C 5.34927 1.03416 1.87189 0.00 0.01 -0.01 0.011
H -1.18796 -3.83149 2.31153 0.00 -0.02 0.01 0.000
H -0.84548 -4.66434 3.85750 -0.01 0.03 -0.03 0.000
H 0.21720 -4.90927 2.43452 -0.06 0.07 0.05 0.000
H 1.14939 -5.31753 4.54455 0.05 0.02 0.03 0.000
H 3.11592 -5.48364 6.01393 0.00 0.00 0.01 0.000
H 4.52839 -3.49074 6.43848 0.00 -0.01 0.00 0.000
H 4.00737 -1.35988 5.28387 0.00 0.01 0.00 0.000
H 2.12434 -0.05249 4.22491 -0.08 0.02 0.01 0.002
H 2.02847 -2.65342 2.01453 0.04 0.08 -0.07 0.015
H 2.91436 -0.54894 -2.89564 0.01 -0.01 -0.01 0.021
H 2.61572 -2.86741 -3.58168 0.01 -0.01 0.01 0.001
H 2.05738 -4.63622 -1.87477 0.00 0.00 -0.02 0.033
H 2.30426 -5.87706 1.62700 0.02 -0.02 0.02 0.001
H 3.66232 -4.80235 1.20097 0.00 -0.01 0.00 0.001
H 2.84248 -5.74606 -0.06330 -0.01 -0.02 0.01 -0.005
H -0.03114 2.55949 2.83284 -0.07 -0.03 0.00 -0.004
H 0.87869 4.63853 3.78346 0.00 0.00 0.00 0.000
H 3.33084 4.93470 3.97990 0.00 0.00 0.00 0.000
H 4.84975 3.12314 3.27916 0.00 0.02 0.00 0.000
H 5.70522 0.12035 1.40282 0.01 0.00 0.00 -0.004
H 6.01329 1.29899 2.69895 0.01 -0.01 -0.01 0.001
H 5.32587 1.83768 1.13326 0.00 0.00 0.00 -0.003
C -1.91143 -2.01701 -3.23451 -0.02 0.00 0.03 -0.001
As -0.68910 -0.55322 -3.66878 0.05 0.01 0.06 0.018
C -0.32564 -1.16517 -5.50185 0.00 0.00 -0.02 0.000
C -2.13743 0.75147 -4.02300 0.03 -0.02 0.02 -0.001
C -1.68497 2.18694 -4.32955 0.00 0.00 0.00 -0.001
C -0.54616 2.17028 -5.35684 0.03 0.00 -0.03 0.001
C -1.25952 2.94050 -3.06320 -0.02 0.01 0.00 0.035
As 0.26449 2.39203 -1.93648 0.03 0.06 0.29 0.048
C 1.81233 2.70639 -3.07097 -0.05 0.00 -0.09 0.008
C 0.32867 4.07864 -0.94369 0.03 0.02 -0.06 0.003
C -2.82706 2.97135 -5.01491 -0.05 0.01 0.05 -0.001
As -4.55080 3.52604 -4.20516 -0.02 0.01 -0.02 0.000
C -3.95837 5.04993 -3.11292 0.02 -0.01 0.01 -0.001
C -4.86932 2.28546 -2.71859 0.01 -0.02 0.01 -0.002
H -2.57335 -2.21994 -4.07788 0.01 -0.02 0.01 0.000
H -2.52024 -1.74097 -2.37535 -0.01 -0.03 0.05 -0.001
H -1.34109 -2.91294 -2.99110 0.00 0.01 0.02 0.002
H -1.24135 -1.19251 -6.09490 0.00 0.00 0.00 0.000
H 0.08471 -2.17354 -5.43788 0.00 0.00 0.00 0.001
H 0.40668 -0.52651 -5.99212 -0.01 -0.01 -0.01 0.001
H -2.75454 0.73098 -3.12082 0.00 0.03 -0.04 -0.003
H -2.75083 0.36456 -4.84338 0.02 0.00 -0.01 0.000
H 0.32725 1.62476 -5.00012 -0.01 -0.01 0.03 -0.001
H -0.22731 3.18726 -5.59683 0.00 0.00 0.00 0.000
H -0.88032 1.69481 -6.28184 0.00 0.01 0.00 0.000
H -2.09246 2.97402 -2.35689 0.02 -0.02 -0.03 -0.004
H -1.03200 3.97809 -3.33135 0.00 -0.01 0.00 0.001
H 1.58624 3.51815 -3.76229 0.04 -0.01 -0.02 0.000
H 2.08062 1.80977 -3.62560 -0.01 -0.02 0.00 0.000
H 2.63633 2.97569 -2.41657 0.00 0.01 0.00 0.002
H 0.40328 4.92294 -1.63082 0.01 0.00 0.02 -0.001
H 1.20128 4.05494 -0.29151 0.00 0.00 0.02 -0.001
H -0.57123 4.19061 -0.33763 0.00 -0.01 0.00 0.000
H -3.11516 2.42075 -5.91446 -0.01 -0.01 0.01 0.000
H -2.42887 3.92845 -5.37223 0.00 0.00 -0.01 0.000
H -3.42463 5.75838 -3.74665 0.00 0.01 0.00 0.000
H -3.31711 4.75752 -2.28243 -0.02 0.01 -0.01 0.001
H -4.84420 5.54842 -2.72018 0.00 0.00 0.01 0.000
H -5.05777 1.27932 -3.09144 0.00 0.01 0.00 0.000
H -5.76942 2.63808 -2.21273 0.00 -0.01 0.01 0.000
H -4.04872 2.26512 -2.00207 -0.01 -0.01 0.02 0.001
N -0.59929 -1.06811 -0.05970 -0.20 0.01 -0.02 -0.038
C -1.45101 -1.81725 0.21176 0.04 -0.11 0.08 0.066
N -2.32142 -2.69068 0.59297 0.00 0.08 -0.21 0.009
C -3.54388 -2.60704 0.09022 0.00 -0.08 -0.05 -0.002
N -4.63971 -2.56093 -0.28657 0.09 -0.15 0.01 0.004
N 2.80074 1.63064 -0.38356 0.17 -0.09 0.03 0.241
C 2.76657 0.45896 -0.51063 -0.12 0.15 -0.03 0.095
C -1.26642 -0.05578 3.61748 0.00 0.12 -0.03 0.014
N -2.52071 -0.18766 2.89502 -0.01 -0.04 0.17 0.005
C -3.53087 -1.04890 3.27207 -0.04 -0.04 -0.13 0.001
C -4.51855 -0.92291 2.36175 0.06 -0.03 0.15 0.000
N -4.10171 0.01672 1.44819 -0.05 0.04 0.04 0.001
C -4.84704 0.39963 0.26042 -0.03 0.11 -0.01 0.007
C -2.88165 0.47409 1.78509 0.06 0.09 -0.23 0.005
Se -1.97062 1.82898 0.85489 -0.12 0.04 0.10 0.050
H -0.90541 -1.04719 3.88280 -0.02 0.00 0.00 0.002
H -1.40889 0.55125 4.51193 0.00 0.00 -0.01 -0.001
H -0.53421 0.41118 2.96317 -0.12 -0.06 0.09 0.042
H -3.43005 -1.69546 4.12476 -0.01 0.01 0.00 0.000
H -5.44255 -1.45642 2.23934 -0.02 0.02 0.02 0.000
H -5.73339 -0.22465 0.21013 0.02 0.01 -0.04 0.000
H -4.23673 0.21533 -0.62049 -0.04 0.04 -0.01 -0.004
H -5.11553 1.45306 0.30895 0.03 0.02 0.01 0.000
```
Forces are in eV/Å.


ORCA calculation (wB97M-V/def2-TZVPD) on C41H58AgO9P2 as an isolated structure.

Computed properties:
gap between HOMO and LUMO: 7.43 eV
relative energy (zero: lowest compared OMol25 entry of this formula, charge and spin): 0.0 kcal per mole
calculated total energy: -84470.60654 eV
charge: -1
multiplicity: 1

```
111
Properties=species:S:1:pos:R:3:forces:R:3:mulliken_charge:R:1
Ag -1.49749 -0.95882 -0.54070 -0.16 0.14 0.01 0.827
C -1.03096 3.77596 -4.21176 0.02 0.00 -0.01 -1.080
C -0.89493 2.40922 -4.85485 -0.06 -0.01 -0.01 0.611
C -2.07178 1.50405 -4.54340 0.08 0.05 -0.01 -1.213
O 0.38404 1.81666 -4.49011 0.02 0.02 -0.01 -0.394
P 0.73257 0.90155 -3.23715 0.10 -0.04 -0.09 0.794
O -0.18598 -0.18558 -2.91017 0.02 0.03 0.04 -0.989
C 1.01677 2.09042 -1.90430 -0.08 -0.10 -0.01 0.608
P 1.34858 1.36559 -0.29306 0.14 -0.22 0.08 0.143
O 0.14270 0.87512 0.37994 0.07 0.01 0.00 -0.320
O 2.01944 2.49475 0.61118 0.01 -0.02 -0.11 -0.491
C 3.12602 3.38540 0.40134 0.00 0.01 0.02 0.415
C 2.60978 4.71462 -0.12166 -0.01 0.00 0.02 -1.153
C 4.23645 2.79896 -0.45134 -0.01 -0.01 0.02 -0.990
O 2.46200 0.27391 -0.55731 -0.05 0.16 -0.04 0.413
C 2.34139 -1.06157 0.05660 0.01 -0.12 0.01 2.667
C 3.24396 -1.10592 1.26809 0.11 -0.01 -0.05 -1.748
C 2.68443 -2.06840 -1.01404 0.03 0.05 -0.01 -1.252
O 2.15657 0.34443 -3.67853 -0.04 0.06 0.06 -0.227
C 3.23492 1.15287 -4.17458 0.00 0.00 -0.03 1.186
C 4.51112 0.60774 -3.56455 -0.02 -0.01 -0.01 -1.376
C 3.24405 1.09703 -5.69037 -0.01 0.01 -0.02 -1.565
H -1.88290 4.29553 -4.65486 0.00 0.00 0.02 0.470
H -0.13540 4.37570 -4.38685 0.00 -0.01 0.01 0.277
H -1.21960 3.68337 -3.14188 -0.05 0.01 0.02 0.077
H -0.79408 2.52426 -5.93692 -0.02 0.00 0.00 0.215
H -2.19797 1.39437 -3.46634 -0.07 0.00 0.01 0.065
H -1.93618 0.51837 -4.98643 0.00 -0.01 0.02 0.318
H -2.97085 1.96208 -4.96224 0.00 -0.01 0.04 0.503
H 0.06026 2.60954 -1.75892 -0.03 0.08 -0.01 -0.853
H 1.78559 2.79774 -2.21409 -0.04 0.04 0.02 0.678
H 3.51740 3.54062 1.40943 0.00 0.00 0.00 0.431
H 2.24687 4.62811 -1.14675 0.00 0.00 0.00 0.145
H 3.40972 5.45734 -0.10410 0.00 0.00 -0.01 0.483
H 1.78757 5.06652 0.50075 0.00 0.00 0.00 0.197
H 3.92006 2.65403 -1.48500 -0.01 0.00 -0.02 0.024
H 4.56413 1.83742 -0.05995 0.00 -0.01 0.00 0.140
H 5.08238 3.48886 -0.45277 0.00 0.00 0.00 0.544
H 1.30273 -1.19196 0.36069 0.07 0.02 -0.04 -1.503
H 4.28759 -0.95341 0.97837 0.01 0.02 -0.04 0.340
H 3.14693 -2.07590 1.75704 0.00 0.06 -0.02 0.364
H 2.95106 -0.34517 1.99260 0.00 -0.02 0.00 0.420
H 3.71963 -1.94679 -1.34467 0.03 0.01 0.00 0.360
H 2.01452 -1.95306 -1.86547 -0.01 -0.02 0.01 0.276
H 2.55074 -3.07580 -0.61624 0.04 0.08 -0.05 -0.042
H 3.08280 2.19046 -3.85598 0.01 0.00 0.01 0.111
H 4.66981 -0.41709 -3.90506 0.00 0.01 0.00 0.421
H 4.43881 0.59599 -2.47878 0.00 0.00 0.04 0.097
H 5.36734 1.21445 -3.86700 -0.01 0.00 0.01 0.395
H 3.36624 0.06315 -6.01728 0.00 0.00 0.00 0.337
H 4.07310 1.68856 -6.08415 0.00 0.00 0.00 0.391
H 2.30892 1.48376 -6.09128 0.01 -0.01 0.00 0.274
C -4.72942 4.38927 4.66899 0.01 0.01 0.00 -1.666
C -4.21197 3.81610 3.37556 -0.01 -0.01 0.00 0.822
C -5.04407 3.11084 2.51754 -0.01 -0.03 0.02 -0.593
C -4.56810 2.54084 1.34051 0.02 0.02 0.00 1.182
C -5.50544 1.74870 0.46669 0.05 0.05 -0.07 -1.948
C -3.22592 2.71271 0.98998 -0.08 -0.06 -0.02 0.198
C -2.38085 3.45938 1.81675 0.08 0.01 0.01 0.902
C -0.93168 3.68676 1.47264 0.01 0.00 0.08 -0.670
C -2.88364 3.97947 3.00606 -0.02 0.03 -0.02 -1.055
C -2.68201 2.03385 -0.26207 0.30 0.17 0.02 0.085
O -2.16988 2.75048 -1.14313 0.05 -0.08 -0.11 -0.784
O -2.80269 0.78248 -0.25951 -0.15 -0.21 -0.10 -0.849
H -5.79993 4.21100 4.77577 0.00 0.00 0.00 0.368
H -4.56059 5.46703 4.72237 0.00 0.00 0.00 0.371
H -4.22806 3.93866 5.52875 0.00 0.00 0.00 0.325
H -6.09096 2.98369 2.77828 0.00 0.00 0.00 0.220
H -6.53141 1.83174 0.83018 0.00 0.00 -0.01 0.458
H -5.20995 0.69986 0.43955 0.02 0.00 -0.03 0.288
H -5.47467 2.10426 -0.56529 0.01 0.00 0.00 0.430
H -0.81558 3.86920 0.40602 -0.01 0.02 -0.01 0.080
H -0.32716 2.81012 1.71486 -0.10 0.08 -0.01 -0.041
H -0.54123 4.54056 2.03055 0.00 0.01 0.03 0.493
H -2.21561 4.54026 3.65438 0.00 0.00 0.00 0.318
C -0.67198 -2.83595 -0.54115 -0.04 -0.08 -0.11 -1.270
C -0.13246 -3.93053 -0.55976 0.04 -0.02 0.12 0.006
C 0.53571 -5.19177 -0.47934 -0.05 -0.01 -0.04 0.596
C 0.15336 -6.27279 -1.28439 0.02 0.00 0.00 -0.482
C 0.80289 -7.49271 -1.19226 0.00 0.00 0.00 -0.490
C 1.84979 -7.66841 -0.29565 0.00 0.00 -0.01 -0.409
C 2.23851 -6.60652 0.51012 0.00 0.00 0.01 -0.805
C 1.59134 -5.38399 0.42130 0.00 -0.02 0.04 -0.010
H -0.66151 -6.13317 -1.98268 0.00 0.00 0.00 0.455
H 0.48959 -8.31434 -1.82548 0.00 0.00 0.00 0.366
H 2.35637 -8.62296 -0.22547 0.00 0.00 0.00 0.360
H 3.05204 -6.73024 1.21500 0.00 0.00 0.00 0.384
H 1.89207 -4.55576 1.05236 -0.01 -0.02 0.02 0.429
C -5.57042 -0.39065 3.30412 -0.01 0.02 0.03 -1.366
C -4.16948 -0.91131 3.14410 0.02 0.02 0.00 0.766
C -3.94301 -2.23316 2.78884 -0.01 0.00 -0.02 -1.047
C -2.66084 -2.73086 2.60973 0.00 -0.03 0.00 1.223
C -2.50947 -4.17055 2.18600 -0.02 -0.01 0.01 -1.773
C -1.56199 -1.87675 2.81325 0.05 0.01 0.00 1.031
C -0.20729 -2.43288 2.60168 -0.15 0.02 0.04 -0.325
O 0.84253 -1.84450 2.76229 -0.06 -0.05 0.11 -0.494
C -1.77108 -0.53594 3.19487 -0.01 0.00 -0.03 0.722
C -0.64769 0.43056 3.44322 -0.01 0.01 0.01 -1.124
C -3.07546 -0.07822 3.33673 0.02 0.00 0.04 -0.604
H -6.28632 -1.20894 3.39166 0.00 0.00 0.01 0.427
H -5.85065 0.21726 2.44330 -0.02 -0.04 0.06 0.035
H -5.65583 0.24474 4.18729 0.01 0.00 0.00 0.319
H -4.78993 -2.89355 2.63333 0.00 -0.01 0.00 0.255
H -3.49342 -4.63290 2.10657 0.00 0.00 0.00 0.353
H -1.92505 -4.75341 2.90074 0.00 0.00 0.00 0.383
H -2.01878 -4.23669 1.21307 0.00 0.00 0.00 0.194
H -0.18779 -3.48430 2.27662 0.00 0.02 0.00 0.233
H 0.05563 0.04714 4.18181 0.00 -0.01 0.02 0.453
H -1.05763 1.38089 3.79029 0.00 0.00 -0.01 0.326
H -0.08523 0.60166 2.52473 -0.02 -0.03 0.05 -0.196
H -3.24019 0.96363 3.59619 0.01 -0.01 0.01 0.320
```
Forces are in eV/Å.